1.
{"formula": "C40H67Cl4CrO10P3", "method": "ωB97M-V with the def2-TZVPD basis set", "relative_energy_kcal_mol": 0.00, "total_charge": 1, "spin_multiplicity": 2, "homo_energy_ev": [-11.13, -10.88], "total_energy_ev": -169423.4034, "homo_lumo_gap_ev": [8.5, 8.5], "species": ["H", "C", "O", "C", "C", "C", "O", "C", "H", "C", "C", "H", "H", "H", "H", "H", "C", "H", "C", "H", "C", "C", "H", "H", "H", "H", "C", "H", "C", "H", "H", "Cl", "H", "H", "C", "O", "H", "C", "C", "H", "H", "H", "H", "H", "C", "C", "H", "H", "H", "H", "H", "C", "C", "H", "C", "C", "H", "H", "C", "P", "C", "C", "O", "C", "C", "H", "H", "H", "C", "C", "O", "H", "H", "Cl", "H", "O", "H", "H", "C", "H", "H", "H", "O", "H", "C", "C", "H", "C", "C", "H", "H", "C", "H", "C", "H", "Cl", "H", "C", "H", "H", "H", "H", "H", "H", "C", "O", "P", "H", "O", "H", "H", "H", "H", "H", "H", "H", "Cr", "P", "H", "O", "C", "Cl", "C", "H", "H"], "coordinates": [[4.28730, 0.28237, -4.99180], [-1.83695, 1.61089, -4.45502], [0.91312, -0.29888, -0.74274], [-1.52598, 1.52256, -5.92893], [3.67303, 0.30935, -4.09116], [1.59656, -1.71358, 3.47000], [-1.33558, -0.04783, -1.50915], [-0.38703, 3.09497, 4.97366], [1.39279, 3.14562, 3.74741], [0.49872, 1.17729, 3.52112], [-4.49444, 0.49823, 1.96426], [4.07837, 3.86102, 3.20628], [-4.75415, 2.67051, -0.62088], [-5.34971, -1.54678, -1.83014], [-0.09588, 3.14899, 2.83638], [4.58133, -2.83834, -2.94887], [0.28495, -0.85132, -3.37794], [-3.04106, -2.13420, -1.09653], [-3.07531, 2.41717, -4.15174], [1.90230, -5.03719, -0.76523], [-3.35971, -2.24501, -2.13320], [2.95700, 0.82494, 1.84607], [2.85621, -1.66634, -4.25965], [-0.78736, -3.06518, 3.58046], [4.24839, 2.59460, -0.89900], [3.07910, 0.49309, -0.29852], [-4.11912, 1.28452, 0.88161], [-2.08102, 0.81860, 5.72288], [0.21075, -4.55861, -2.88271], [2.73715, 2.93859, -0.06766], [4.18213, 0.91342, -3.33701], [-8.37341, 1.31810, 2.30029], [3.27266, -0.17336, 2.14596], [-0.62796, 0.92804, -6.11644], [-6.38145, 2.06400, 0.64546], [2.76443, -0.99330, -2.28454], [-1.44068, 3.26360, 4.72923], [2.40230, -4.64278, -1.65042], [0.39525, 2.71154, 3.69690], [-1.64669, 1.03205, 3.42987], [-0.64397, -0.14066, 6.03169], [-3.93411, -3.80348, -3.49060], [-1.36942, 2.52423, -6.33267], [-1.12720, -1.34159, 1.93783], [1.07154, -1.27712, 2.08823], [-4.48295, -1.27193, -2.43318], [2.94154, -3.30048, 2.91603], [-0.48751, -3.92667, -3.43107], [1.79856, -1.61520, 1.34086], [2.72407, 0.79193, -4.33820], [3.27181, -4.06473, -1.32997], [-6.73809, 1.28894, 1.74025], [-0.29931, 1.99736, 6.02597], [-1.18186, -3.91871, 2.10425], [3.61196, 1.05253, 0.46251], [0.90789, -4.03176, 2.66658], [0.37494, -1.67026, -4.09753], [1.26338, -4.23947, 1.65516], [-2.70485, 1.33941, 0.46882], [1.26669, -1.17709, -1.89313], [-0.42354, -3.28493, 2.57076], [3.53115, 1.80343, 2.89188], [-1.82842, 0.61303, 1.07279], [-0.83627, 0.55524, 3.98098], [3.73327, 2.51819, 0.06169], [4.54832, 1.45949, 3.11253], [2.10773, -3.57355, 4.43657], [-2.36273, 1.05990, -6.45573], [1.43334, -3.79267, -2.43631], [-5.06317, 2.06282, 0.22119], [-2.09514, 0.25393, -3.98394], [-0.89426, -0.50689, 3.76378], [-6.11730, -0.10369, 3.24487], [1.96592, 4.81496, -2.18068], [5.33561, -1.28861, -2.53775], [0.91365, 5.00029, 0.59872], [4.62239, 0.62985, 0.51494], [-3.90921, 2.05006, -4.75541], [-1.01278, 0.74436, 5.50326], [1.27998, 0.80180, 4.18616], [0.82238, -1.56157, 4.22408], [1.94182, -3.36632, -3.30163], [0.11624, 2.90349, 0.63531], [-0.97872, 2.01522, -3.91727], [-5.80908, 0.49656, 2.39913], [3.62344, 3.25635, 2.41916], [2.62705, 3.66834, 2.22929], [3.46740, -1.09333, -3.56256], [4.76261, -1.82176, -3.29833], [-7.12898, 2.66524, 0.14416], [2.45962, -1.12611, 3.79000], [4.43282, 3.34419, 1.13036], [-4.21069, -0.24301, -2.18397], [0.57364, 3.98528, 0.06491], [2.98106, 1.73815, 3.83093], [-0.89477, 4.51107, -2.11778], [-4.75681, -1.31624, -3.48999], [1.97569, -3.20024, 3.41944], [-4.61113, -3.95131, -1.85875], [-2.90527, 3.46837, -4.38818], [-0.28599, -2.22296, 0.69879], [-3.33856, 2.33134, -3.09649], [-0.74756, 2.31543, 6.96804], [-2.91176, -4.35868, -2.14883], [-3.71980, -3.67960, -2.42631], [0.98997, -2.68865, -1.56701], [-1.41793, -0.59608, -2.87666], [2.74219, -5.48187, -2.26213], [-2.16257, -1.96339, -2.96965], [5.35286, -1.87038, -4.21416], [0.60412, 0.08477, -3.84758], [0.75290, 1.78000, 6.23702], [4.52772, 4.38244, 0.80639], [-0.30520, -4.96394, -2.00774], [0.00030, 4.03858, 5.35864], [5.44462, 2.95599, 1.29936], [-0.36348, 1.18966, -0.11122], [1.08591, 0.56216, 1.85784], [-3.75115, -0.11299, 2.46216], [-2.29169, 2.07917, -0.46188], [-0.27315, -1.98788, 1.76365], [0.86514, 2.15251, -1.92674], [0.64379, 3.92070, -1.49807], [0.76426, -4.99503, 3.15701], [0.51475, -5.38731, -3.52348]]}

2.
{"formula": "C40H68F12O26", "method": "ωB97M-V with the def2-TZVPD basis set", "relative_energy_kcal_mol": 124.53, "spin_multiplicity": 1, "homo_energy_ev": -10.43, "total_energy_ev": -128424.4089, "homo_lumo_gap_ev": 10.8, "smiles": "CCOC(=O)C(F)(F)F.CCOC(=O)C(F)(F)F.CCOC(=O)C(F)(F)F.CCOC(=O)C(F)(F)F.CCOC(=O)OC.CCOC(=O)OC.CCOC(=O)OC.CCOC(=O)OC.CCOC(=O)OC.CCOC(=O)OC", "species": ["C", "O", "O", "H", "H", "O", "H", "H", "F", "C", "H", "H", "O", "O", "C", "H", "O", "H", "H", "C", "C", "H", "O", "H", "H", "H", "H", "F", "H", "H", "H", "C", "O", "H", "H", "H", "F", "C", "H", "H", "H", "O", "C", "F", "H", "C", "C", "H", "H", "O", "H", "F", "H", "H", "F", "H", "H", "O", "C", "C", "H", "H", "C", "H", "H", "O", "O", "C", "C", "C", "H", "C", "F", "H", "F", "O", "H", "C", "C", "O", "H", "H", "F", "O", "H", "O", "H", "H", "C", "H", "O", "H", "H", "H", "H", "O", "C", "O", "C", "H", "C", "H", "H", "H", "F", "C", "F", "C", "C", "H", "H", "C", "C", "O", "C", "O", "C", "H", "C", "H", "C", "C", "O", "H", "H", "F", "H", "O", "H", "H", "C", "H", "C", "H", "H", "O", "O", "H", "C", "H", "H", "H", "C", "C", "C", "C"], "coordinates": [[-3.08518, -2.97983, -3.01871], [-2.68835, -1.79058, -3.09620], [-1.66810, 6.19580, -0.94301], [-7.43487, -3.02709, 2.08326], [5.90782, 3.27380, -5.23575], [-1.14767, -4.72692, 0.71526], [-0.50451, 0.40460, 5.92012], [-0.92739, -4.64859, -4.88081], [-1.64692, 4.94669, -5.70317], [-0.14777, 1.43422, 5.94708], [-10.36604, -0.11767, 5.64642], [-0.35521, -3.40062, 3.65121], [3.65281, -4.59289, 2.00092], [-8.49424, 0.04474, 4.51223], [6.43264, -1.67987, -0.02815], [-1.61033, -6.77875, 0.36619], [-2.45497, -4.09413, -3.54784], [5.92217, -1.13370, 2.60870], [-0.32819, 5.01843, -0.30621], [7.79640, 0.14826, 2.82201], [7.29994, -2.16330, -1.22431], [-2.68833, 3.67090, -2.06592], [-8.54332, -2.37811, 4.19763], [-4.02710, -5.39937, 1.44066], [7.51722, 0.86068, 3.59829], [-7.08371, -3.12253, -3.29619], [7.03989, 5.43367, -4.91604], [4.79888, 0.83339, 5.71243], [2.25538, -2.83883, -0.44009], [8.28338, 0.75622, 2.05956], [-0.55405, -3.15064, -3.83439], [-1.01972, 7.37698, -0.62265], [-7.52147, -1.00363, 2.76260], [-6.74591, -3.42047, -1.49644], [-5.79198, -2.29380, 0.36236], [-5.76046, -0.60362, 0.94044], [3.63319, -0.33396, 4.37721], [4.04259, 0.89248, 4.56902], [-2.26988, 10.24504, -0.03884], [-0.80815, 0.91915, -2.80509], [-1.37983, 3.05969, -1.12145], [-4.36132, -3.29860, -2.63527], [2.81312, 1.87822, 4.82150], [4.82319, 1.30676, 3.57023], [-0.46847, 9.93063, -0.10278], [-9.30135, 0.10481, 5.71737], [4.01605, -5.91655, 1.89610], [-1.89102, -6.15117, 2.09549], [2.97154, 1.07472, -0.39509], [0.36847, -3.59785, -0.22796], [-0.99442, 2.04676, 6.25701], [6.80856, -3.32436, -1.60702], [-0.51877, -4.78727, -3.29012], [0.46485, 3.01069, 4.70439], [-0.26435, 4.06238, -7.13609], [3.08099, -0.28629, 0.56665], [-0.10661, 1.71905, 3.69461], [4.56447, 4.51336, -4.34007], [0.42020, 1.92440, 4.62649], [0.06401, -2.42524, 3.40425], [6.07464, 0.29795, 1.62794], [-0.25651, -0.95276, -4.14741], [2.99899, 4.08379, -2.59731], [3.22436, -6.60197, 2.19865], [-2.03976, 0.64450, -4.10880], [-0.82874, 0.60613, 1.24732], [0.17311, 7.59181, -0.79769], [5.35857, 4.17459, -5.50961], [6.43732, 5.26944, -5.80937], [2.75876, -4.24882, 2.93643], [-2.50039, -1.72449, 1.82445], [-6.68277, -2.75003, -2.35354], [8.53710, -2.43623, -0.78737], [-3.15043, -1.61009, 0.23734], [3.35952, 5.33265, -2.20041], [7.23755, -1.25882, 0.99979], [-4.93571, -1.77883, -1.41653], [1.42644, -3.25016, -1.01608], [-1.06437, -4.10747, -3.94458], [1.41294, 0.79298, 1.12726], [-3.79768, -6.67089, 0.26235], [1.78916, -4.09829, -1.59677], [3.46369, 3.25734, -1.68166], [-1.76171, 2.10755, -6.24940], [-8.90558, -0.59748, 6.45104], [2.32390, -3.06561, 2.54005], [-2.20137, 0.68514, -0.24409], [-3.59552, -5.00801, -0.15312], [-0.63707, 4.10778, -5.77620], [-5.26214, -1.84984, 2.02646], [0.76373, -5.88286, -0.02176], [0.92584, 0.14857, -4.67236], [-7.38869, -1.94883, -2.13478], [-8.19605, -1.91215, 1.13742], [-0.47758, -1.70647, 4.01917], [-0.73258, 2.28829, -4.31506], [-8.16977, -1.22923, 3.89167], [5.21964, -1.43571, -0.23801], [-2.28223, -1.32786, 0.83289], [-1.43630, -1.89575, 0.44558], [-1.04146, 1.00860, -3.86607], [8.55638, -0.53594, 3.19938], [-0.11744, -2.29427, 2.33747], [4.60768, 4.04969, -6.28978], [1.62772, 3.91305, -2.54393], [-0.15557, 0.01766, -4.63341], [0.32167, 4.55881, -5.07432], [0.05071, -4.86971, 0.16720], [-1.89991, -5.95827, 1.02274], [-2.84443, 0.67749, 1.33532], [3.45468, 1.32774, 1.28461], [0.31930, 0.63635, 0.38416], [-2.07603, 0.20266, 0.72524], [2.39993, -4.89736, 3.87816], [-5.96093, -1.63872, 1.21701], [1.68472, 1.28476, 4.46607], [-1.44667, 9.58280, 0.22926], [4.22765, -6.11495, 0.84540], [2.78901, 0.76178, 0.63294], [1.79054, -1.33883, 2.96992], [6.64722, -0.50567, 2.09103], [-1.11978, 2.73010, -5.41201], [0.26112, 0.60102, -0.85195], [-0.38214, -0.20384, -5.67634], [4.88665, -6.11605, 2.52087], [7.37241, -1.26167, -2.23502], [-1.37076, 9.52522, 1.31509], [-1.87751, 8.26514, -0.18826], [7.17877, 5.06883, -6.58275], [1.09871, -2.45244, -1.68266], [-7.32761, -1.98210, 1.79242], [5.98871, 6.21081, -6.12666], [-5.24801, -2.28582, -2.32951], [-2.58624, 4.06034, -0.35499], [2.04677, -2.27574, 4.41737], [3.00294, 3.05998, 5.08512], [3.24361, 2.68767, -4.55568], [-5.23572, -1.54500, -3.12897], [1.56804, -2.29756, 3.43836], [0.65479, 1.58478, 6.66911], [-9.12641, 1.06979, 6.19309], [-0.42867, 5.08201, -2.17348], [-3.37927, -5.73414, 0.63051], [-0.93641, 5.02356, -1.21073], [-1.99977, 3.94442, -1.26643], [3.58154, 3.71223, -3.99059]]}

3.
{"formula": "C40H70AsF6HfN10", "method": "ωB97M-V with the def2-TZVPD basis set", "relative_energy_kcal_mol": 68.49, "total_charge": 3, "spin_multiplicity": 1, "homo_energy_ev": -16.57, "total_energy_ev": -135937.0250, "homo_lumo_gap_ev": 2.9, "species": ["C", "H", "C", "H", "H", "N", "C", "H", "C", "H", "C", "H", "C", "H", "H", "C", "C", "H", "H", "H", "H", "C", "F", "H", "C", "H", "H", "H", "H", "H", "H", "H", "H", "N", "H", "C", "H", "H", "C", "H", "C", "C", "C", "C", "H", "H", "C", "C", "C", "C", "H", "H", "H", "As", "H", "Hf", "N", "H", "C", "H", "N", "N", "H", "F", "C", "C", "C", "H", "H", "H", "C", "H", "N", "H", "H", "C", "C", "H", "C", "C", "F", "H", "N", "H", "H", "H", "F", "N", "H", "H", "C", "C", "C", "H", "H", "H", "C", "F", "H", "H", "F", "H", "N", "C", "C", "H", "H", "C", "C", "H", "C", "N", "H", "H", "C", "H", "H", "H", "H", "H", "H", "H", "H", "C", "H", "H", "H", "H"], "coordinates": [[9.50723, -25.82003, 1.78769], [16.54326, -27.79381, 2.33699], [8.33884, -25.20644, 0.96817], [9.30285, -24.87316, -7.95479], [15.84864, -25.11598, -6.99838], [10.50839, -29.84932, 0.13856], [17.81224, -31.07415, -4.32972], [16.86336, -26.92626, 0.12348], [14.71437, -25.36829, -4.36086], [9.17484, -26.03583, -9.29118], [12.43364, -31.00203, -6.72702], [13.10296, -24.18181, -1.03069], [10.78097, -21.34736, -3.09629], [10.82648, -23.76311, -1.95091], [9.18585, -27.90111, -7.57654], [15.30552, -32.10836, -2.11048], [15.26843, -23.57440, -0.93571], [12.14481, -23.95407, -3.15607], [10.63210, -24.81026, -3.38473], [14.36871, -31.88572, -0.05503], [15.87875, -28.33486, -0.51692], [11.06727, -23.88505, -3.00696], [11.32854, -29.03795, -2.24922], [15.48059, -24.60274, -1.22832], [11.80958, -30.83093, -5.44966], [16.78843, -24.80759, -3.99063], [10.50160, -20.51194, -3.73826], [7.37330, -25.59793, 1.28843], [15.14265, -22.82482, -1.71699], [12.60459, -28.06277, 1.73370], [12.16179, -28.39508, 4.16188], [15.71057, -32.63536, -4.31837], [15.58120, -31.06001, -2.22481], [9.07555, -27.82032, -1.29611], [17.46885, -24.57927, -6.54338], [13.63985, -28.74969, -6.56979], [9.67062, -26.86843, 1.53820], [17.30478, -22.93854, -0.34407], [9.06695, -26.87485, -7.22906], [17.54026, -29.68858, -5.89491], [13.57477, -25.14779, -5.31927], [18.18451, -27.97884, -3.66363], [16.28426, -23.02691, 0.02853], [10.82571, -29.96738, 4.15515], [14.85765, -33.83154, -3.41022], [10.64760, -25.84529, -8.25945], [15.89658, -28.18814, 1.55315], [13.81382, -23.71303, -0.35023], [12.84707, -31.91124, -1.44079], [12.13671, -28.99097, 2.06176], [16.62135, -30.23676, 1.81214], [14.39722, -25.01427, -3.37995], [13.42092, -22.71911, -0.13608], [12.88697, -28.04519, -2.22634], [16.08617, -30.25275, -5.20466], [9.53924, -30.43119, -2.14963], [9.52205, -28.52998, -4.06147], [14.98137, -30.01995, 1.03191], [16.89271, -28.76328, -3.96107], [9.43499, -24.80254, -0.73987], [18.82090, -29.29977, -0.02384], [13.27738, -20.99200, -2.34038], [18.71741, -27.90671, -4.61174], [12.35191, -27.09677, -3.60857], [16.60488, -25.15672, -6.21445], [8.52432, -25.35000, -0.49684], [11.46418, -28.75135, 3.40391], [11.78751, -31.67438, -7.29144], [16.41843, -29.07841, -3.03162], [14.52594, -29.28834, -6.23393], [16.57833, -27.97227, 0.23621], [16.26369, -23.61392, 0.94672], [11.31137, -30.73639, -4.36550], [9.25971, -25.74368, 2.84648], [7.69362, -24.88219, -1.02523], [9.86658, -26.67488, -5.90781], [17.09199, -29.93325, -4.93195], [13.98708, -32.39835, -3.97828], [9.55843, -25.88074, -8.28276], [17.83548, -28.69949, 0.08838], [13.38625, -29.04200, -0.79625], [11.47518, -30.84263, 4.17035], [12.71089, -24.92893, -6.04490], [12.89852, -29.76509, 2.15392], [14.08854, -33.42906, -0.80708], [16.20391, -32.60017, -1.73748], [14.33551, -27.02468, -2.08298], [18.41876, -31.99107, -3.90856], [14.80843, -26.45419, -4.35270], [10.71215, -27.96873, 3.30360], [13.71860, -24.52460, 0.91286], [11.22506, -29.47203, 0.97625], [14.17837, -32.36309, -1.01626], [18.87312, -28.49131, -2.99184], [10.50599, -25.39787, 1.67652], [9.97334, -30.29969, 3.56258], [9.68883, -27.69329, -4.88492], [12.06754, -26.97491, -1.08050], [10.93448, -26.72968, -6.11915], [15.83666, -23.60334, -4.87235], [13.60425, -29.22950, -3.37869], [14.90103, -27.74444, 1.54317], [11.78101, -31.53991, -1.70031], [10.48599, -22.68132, -3.76952], [12.18475, -21.08620, -2.69763], [17.97932, -26.94424, -3.38868], [10.20282, -21.28451, -2.17439], [15.67467, -29.69650, 1.80832], [14.93092, -32.75525, -3.56612], [13.15922, -28.42666, -5.64636], [12.71002, -29.65204, -7.44445], [13.70413, -25.13389, 1.92063], [15.94777, -22.03936, 0.34415], [16.23336, -27.98495, -4.34521], [8.89817, -26.74010, -0.95200], [13.35789, -31.56233, -6.58585], [9.63247, -25.73857, -5.40124], [15.20332, -29.84384, 2.78003], [11.78714, -29.14746, -7.73043], [16.91199, -26.19845, -6.12185], [10.96740, -22.70070, -4.74725], [13.25714, -29.89411, -8.35559], [13.90380, -27.87973, -7.17111], [16.06276, -24.66657, -4.79163], [8.00120, -26.73780, -7.04602], [10.51949, -29.80256, 5.18818], [9.43562, -22.85373, -4.00424], [8.27411, -24.13776, 1.17266]]}

Number 2 is which compound?
C40H68F12O26